# C4H8N2

The molecule C4H8N2 at a distorted geometry (wB97M-V/def2-TZVPD, the OMol25 dataset).

```
14
Properties=species:S:1:pos:R:3:forces:R:3
H 2.4813 0.7968 0.0832 0.706 0.997 0.280
N 2.0789 -0.1081 0.0610 2.183 -0.955 0.086
C 0.8501 -0.0187 -0.0075 -1.579 -1.072 -1.298
C -0.0056 1.1962 0.0381 0.130 0.745 1.556
C -1.3882 0.7005 -0.1828 -3.200 -0.431 -0.499
C -1.2942 -0.7818 0.2394 0.393 -0.002 0.076
N 0.0533 -1.1467 -0.2620 -0.956 2.167 0.661
H 0.1059 1.6479 1.0306 -0.093 -0.241 0.167
H 0.3523 1.9796 -0.5902 0.119 0.354 -0.930
H -1.6832 0.7863 -1.2654 0.174 -0.051 1.028
H -2.2499 1.1093 0.4832 1.641 -0.037 -1.329
H -2.0846 -1.4485 -0.1393 0.328 0.383 0.157
H -1.3523 -0.6739 1.3460 0.131 -0.914 -0.337
H 0.5325 -1.9907 -0.0644 0.022 -0.943 0.381
```
Positions in Å, forces in eV/Å.

Properties
E_LUMO ... 1.032 eV
Energy relative to the best compared isomer or geometry (same formula, charge and spin) ... 34.5 kJ/mol
Frontier orbital gap ... 10.108 eV
SMILES string ... [H]/N=C1\CCCN1
Net charge ... 0